Below is 2 unconnected molecules or ions with the total composition C12H19BrCl4F3O3Si, with properties calculated with ωB97M-V with the def2-TZVPD basis set.

```
43
Properties=species:S:1:pos:R:3:nbo_charge:R:1
C 1.47 -0.69 -1.00 -0.6444
C 0.94 0.75 -1.21 -0.4500
C -0.43 0.86 -1.95 -0.6507
Cl -1.07 2.54 -1.59 -0.0766
Si -1.74 -0.40 -1.39 1.6927
Cl -1.49 -0.97 0.58 -0.3156
C -1.73 -1.84 -2.65 -1.0296
C -1.11 -3.17 -2.18 0.5554
O -0.20 -3.61 -2.75 -0.5039
Br -1.83 -4.22 -0.70 -0.0423
C -3.47 0.46 -1.53 -0.6755
Cl -3.81 1.23 0.08 -0.0425
C -4.64 -0.51 -1.83 -0.1762
C -4.74 -1.73 -0.88 -0.6616
Cl -6.25 0.35 -1.76 -0.0913
H 1.21 -0.99 0.03 0.2565
H 2.57 -0.64 -1.00 0.2283
H 1.13 -1.43 -1.75 0.1783
H 1.67 1.29 -1.85 0.1973
H 0.92 1.28 -0.25 0.3030
H -0.26 0.82 -3.03 0.2277
H -2.72 -2.09 -3.06 0.2656
H -1.13 -1.52 -3.52 0.2699
H -3.48 1.26 -2.28 0.2611
H -4.54 -0.84 -2.88 0.2080
H -5.79 -2.01 -0.81 0.2317
H -4.36 -1.44 0.11 0.2420
H -4.15 -2.60 -1.22 0.2206
C 4.62 0.47 3.59 -0.6455
C 3.15 0.41 3.97 -0.0649
O 2.44 1.61 3.77 -0.5807
C 1.95 1.93 2.42 0.3290
O 1.27 0.95 1.90 -0.8989
C 3.08 2.45 1.47 0.9090
F 3.97 3.25 2.13 -0.3594
F 2.57 3.22 0.49 -0.3503
F 3.81 1.49 0.87 -0.3477
H 5.06 1.43 3.89 0.2062
H 5.17 -0.34 4.08 0.1844
H 4.77 0.35 2.52 0.2139
H 3.09 0.23 5.05 0.1522
H 2.65 -0.44 3.49 0.1820
H 1.40 2.87 2.64 0.0925
```

Calculated values
* Kohn-Sham gap: 6.289 eV
* spin multiplicity: 1
* E_HOMO: -0.1519 hartree
* electronic energy: -5698.36769 a.u.
* charge: -1

Below is a molecular structure, C25H35AlBBrCl2F17N2O7PS2, with properties calculated with ωB97M-V with the def2-TZVPD basis set.

```
94
Properties=species:S:1:pos:R:3:mulliken_charge:R:1
C 3.49 -6.23 0.56 -0.7532
O 4.26 -5.53 -0.38 -0.5020
C 3.66 -4.33 -0.80 -0.7446
C 3.29 -3.41 0.36 -0.8814
C 3.42 -1.88 0.02 -0.8731
C 2.06 -1.29 -0.09 0.6960
C 1.37 -0.84 1.03 0.8984
C 2.16 -0.97 2.31 -1.1674
O 2.33 -2.07 2.78 -0.4193
O 2.68 0.19 2.86 -0.2534
P 4.34 0.36 2.94 0.1005
S 4.84 1.64 1.60 -0.2290
C 0.11 -0.32 0.94 0.6967
C -0.52 0.12 2.24 0.8041
F -1.56 0.98 2.11 -0.3539
F 0.35 0.76 3.01 -0.2368
C -1.07 -1.04 3.12 0.6491
F -1.69 -1.95 2.36 -0.2565
F -0.12 -1.61 3.82 -0.2814
C -2.15 -0.56 4.15 0.4279
F -2.26 -1.53 5.05 -0.2732
F -3.35 -0.42 3.61 -0.2065
F -1.78 0.52 4.80 -0.2417
C -0.47 -0.26 -0.28 0.9109
C -1.85 0.31 -0.47 -2.7089
C -2.90 -0.82 -0.30 -0.9505
C -4.17 -0.44 0.46 -0.5043
C -5.45 -0.96 -0.20 -1.6575
C -5.87 -2.36 0.27 1.0015
F -4.76 -3.01 0.59 -0.2630
F -6.47 -2.94 -0.76 -0.2890
C -6.80 -2.33 1.51 0.4532
F -7.71 -1.30 1.47 -0.3579
F -6.04 -2.05 2.55 -0.3119
S -7.77 -3.93 1.88 1.5506
F -6.95 -4.16 3.19 -0.2772
F -6.70 -4.76 1.11 -0.2724
F -8.60 -3.67 0.60 -0.2770
F -8.80 -3.07 2.71 -0.3162
F -8.59 -5.20 2.17 -0.2558
N 0.17 -0.73 -1.35 0.0505
C -0.42 -0.72 -2.69 -0.8925
O 0.18 0.22 -3.50 -0.4295
C 0.27 1.54 -3.00 -0.4298
C 1.40 -1.22 -1.29 0.5317
B 2.23 -1.71 -2.61 1.0065
O 1.92 -2.95 -3.13 -0.7536
O 3.15 -0.94 -3.14 -0.4881
H 3.77 -7.27 0.52 0.2895
H 2.42 -6.18 0.35 0.2962
H 3.66 -5.90 1.58 0.2747
H 2.75 -4.62 -1.32 0.4504
H 4.36 -3.86 -1.47 0.2936
H 2.25 -3.60 0.60 0.3891
H 3.83 -3.65 1.27 0.7065
H 3.97 -1.45 0.81 -0.7400
H 4.04 -1.73 -0.84 0.8744
H 4.67 0.74 4.24 0.1342
H 4.89 -0.91 2.72 0.0949
H -2.01 1.18 0.15 0.9131
H -1.96 0.70 -1.46 0.9428
H -3.13 -1.19 -1.29 0.5799
H -2.42 -1.65 0.19 0.5660
H -4.20 0.65 0.52 0.8043
H -4.11 -0.82 1.47 0.2148
H -5.23 -1.11 -1.25 0.6559
H -6.27 -0.25 -0.19 0.3336
H -0.37 -1.68 -3.17 0.3760
H -1.49 -0.54 -2.64 0.4235
H -0.68 2.06 -2.94 0.3068
H 0.82 1.60 -2.08 0.0538
H 0.84 2.06 -3.73 0.4382
H 1.30 -2.91 -3.86 0.3139
H 3.71 -0.51 -2.41 0.3248
F 3.94 1.21 -0.84 -0.7511
Al -7.11 0.81 2.13 0.9232
C 2.35 3.97 -1.64 0.2928
O 1.74 3.69 -2.64 -0.5864
N 3.15 5.09 -1.52 0.5288
C 3.90 5.38 -0.30 -0.6357
C 3.24 5.94 -2.59 -1.2307
H 2.35 3.33 -0.74 0.1636
H 3.58 6.35 0.09 0.3086
H 4.97 5.42 -0.53 0.3193
H 3.72 4.61 0.44 0.2299
H 2.25 6.32 -2.88 0.5782
H 3.68 5.31 -3.55 0.2806
H 3.89 6.78 -2.36 0.4717
C 2.10 9.72 -1.80 -0.2831
Cl 3.40 9.41 -2.95 -0.1386
Cl 1.25 8.23 -1.34 -0.1347
H 2.52 10.16 -0.91 0.2943
H 1.38 10.39 -2.26 0.3331
Br 5.39 5.57 -3.79 0.0564
```

Calculated values
* Kohn-Sham gap: 2.631 eV
* spin multiplicity: 1
* E_HOMO: -0.4058 hartree
* electronic energy: -8206.17443 a.u.
* charge: +2

Below is 4 unconnected molecules or ions with the total composition C23H43F5N4O12P3, with properties calculated with ωB97M-V with the def2-TZVPD basis set.

```
90
Properties=species:S:1:pos:R:3:mulliken_charge:R:1
C -1.89 -2.60 -0.72 -1.7248
C -3.30 -2.04 -0.44 1.2413
C -3.27 -0.80 0.47 -1.5685
C -4.19 -3.19 0.08 -1.3574
N -5.07 -3.75 -0.96 -0.1557
C -6.27 -3.28 -1.21 0.2843
N -6.76 -2.24 -0.47 -0.4639
C -7.95 -2.02 -0.97 0.0365
N -8.23 -2.86 -1.97 0.0628
C -9.49 -2.79 -2.69 0.2660
F -9.94 -3.96 -3.09 -0.2268
F -10.38 -2.30 -1.81 -0.2934
C -9.39 -1.72 -3.86 0.9379
F -8.12 -1.50 -4.18 -0.2201
F -10.13 -2.03 -4.91 -0.2218
F -9.85 -0.56 -3.38 -0.2558
N -7.15 -3.69 -2.16 0.1640
C -6.99 -4.71 -3.14 0.7659
C -6.35 -5.89 -2.76 -0.3383
C -6.13 -6.91 -3.67 -0.9146
C -6.54 -6.78 -4.99 -0.4723
C -7.20 -5.62 -5.37 -0.8390
C -7.41 -4.60 -4.46 -0.0316
H -1.99 -3.32 -1.54 0.3176
H -1.15 -1.83 -0.93 0.4478
H -1.57 -3.17 0.16 0.3720
H -3.70 -1.72 -1.41 0.1579
H -3.11 0.08 -0.16 0.3728
H -4.21 -0.63 1.01 0.4169
H -2.45 -0.80 1.19 0.3571
H -4.74 -2.95 0.99 0.5047
H -3.53 -4.01 0.35 0.4823
H -4.68 -4.49 -1.51 0.3454
H -8.56 -1.23 -0.56 0.4932
H -5.99 -6.05 -1.75 0.6163
H -5.60 -7.79 -3.34 0.3971
H -6.38 -7.53 -5.75 0.4087
H -7.56 -5.47 -6.38 0.4258
H -7.91 -3.71 -4.81 0.2093
C 3.66 -3.68 -2.91 -0.6306
O 4.19 -2.66 -2.08 -0.3967
P 3.25 -1.32 -1.86 1.0536
O 1.88 -1.89 -1.77 -0.5879
O 3.58 -0.76 -3.35 -0.3486
C 4.95 -0.61 -3.75 -0.7002
O 3.02 0.22 -1.34 -0.1953
C 2.48 0.36 -0.01 -0.6547
H 4.50 -4.30 -3.23 0.2488
H 2.96 -4.30 -2.35 0.2411
H 3.17 -3.26 -3.79 0.3220
H 5.22 -1.41 -4.44 0.2354
H 5.63 -0.64 -2.90 0.3512
H 5.06 0.35 -4.25 0.2607
H 2.88 -0.40 0.65 0.3610
H 1.40 0.30 -0.04 0.2392
H 2.77 1.34 0.37 0.2068
C 5.47 3.39 -0.72 -0.6205
O 6.69 4.06 -0.41 -0.4571
P 7.56 3.42 0.85 1.0369
O 7.35 1.96 0.59 -0.6710
O 6.56 4.01 1.98 -0.1380
C 6.33 5.43 2.00 -0.8187
O 8.78 3.30 1.96 -0.3060
C 9.98 2.62 1.55 -0.6886
H 4.86 4.08 -1.30 0.3550
H 5.68 2.51 -1.33 0.2789
H 4.93 3.11 0.18 0.2041
H 5.33 5.64 1.60 0.2729
H 7.07 5.97 1.41 0.4238
H 6.37 5.78 3.03 0.2684
H 10.22 2.82 0.51 0.3222
H 9.85 1.55 1.71 0.2651
H 10.80 2.99 2.17 0.2508
C 0.83 6.29 5.32 -0.6405
O 2.24 6.24 5.16 -0.3625
P 3.01 4.94 5.82 1.2074
O 2.08 3.82 5.53 -0.7029
O 2.87 5.49 7.34 -0.3520
C 3.34 6.81 7.65 -0.6663
O 4.39 4.15 6.20 -0.3119
C 4.94 3.26 5.20 -0.4363
H 0.52 7.32 5.15 0.2540
H 0.35 5.66 4.57 0.2446
H 0.53 5.98 6.32 0.3275
H 2.48 7.47 7.77 0.2480
H 3.98 7.21 6.86 0.3117
H 3.90 6.77 8.58 0.2691
H 4.78 3.65 4.20 0.0733
H 4.46 2.28 5.30 0.2967
H 6.00 3.15 5.38 0.2564
```

Calculated values
* Kohn-Sham gap: 7.892 eV
* spin multiplicity: 1
* E_HOMO: -0.4080 hartree
* electronic energy: -3547.23304 a.u.
* charge: +1

Below is C3H10N in the gas phase, with properties calculated with ωB97M-V with the def2-TZVPD basis set.

```
14
Properties=species:S:1:pos:R:3:nbo_charge:R:1
C 0.14 0.94 -1.74 -0.8863
H 1.13 1.36 -1.39 0.2406
H -0.86 0.85 -2.35 0.2207
H 0.48 -0.06 -2.07 0.2578
H 0.03 2.18 -1.87 0.1419
C 0.42 -0.74 0.31 -0.5454
C -0.44 0.29 -0.41 -0.4056
N -0.03 -0.74 1.79 -0.7157
H 1.51 -0.83 0.18 0.1804
H -1.34 -0.26 -0.71 0.1736
H -0.89 1.01 0.28 0.1369
H 0.41 -0.95 2.69 0.4025
H -0.78 -1.41 1.94 0.4001
H -0.28 0.23 1.89 0.3982
```

Calculated values
* energy above the lowest of the compared OMol25 structures with the same formula, charge and spin: 168.9 kcal per mole
* Kohn-Sham gap (alpha / beta): 5.601 / 6.272 eV
* spin multiplicity: 2
* E_HOMO (alpha / beta): -0.1893 / -0.2155 hartree
* electronic energy: -174.70613 a.u.

Below is 5 unconnected molecules or ions with the total composition C13H30BNO4S4, with properties calculated with ωB97M-V with the def2-TZVPD basis set.

```
53
Properties=species:S:1:pos:R:3:nbo_charge:R:1
B 0.40 -1.36 1.45 0.4719
C -1.20 -1.40 1.34 -0.1264
C -1.96 -0.19 1.62 -0.2500
C -3.41 -0.08 1.60 -0.1787
C -4.07 -1.36 1.26 -0.2634
C -3.19 -2.48 0.98 0.0223
N -1.85 -2.56 1.01 -0.4293
H 1.09 -0.59 0.88 -0.0598
H 0.90 -2.18 2.16 -0.0641
H -1.37 0.73 1.87 0.2162
H -3.97 0.86 1.80 0.2331
H -5.18 -1.44 1.22 0.2278
H -3.72 -3.43 0.71 0.1875
C 3.05 -3.81 -1.87 -0.8307
S 3.46 -2.67 -0.54 1.2651
O 3.03 -1.31 -0.97 -0.9846
C 5.25 -2.76 -0.76 -0.8316
H 1.97 -3.88 -1.95 0.2419
H 3.46 -3.45 -2.82 0.2258
H 3.46 -4.80 -1.64 0.2282
H 5.52 -2.46 -1.77 0.2268
H 5.59 -3.78 -0.57 0.2269
H 5.72 -2.08 -0.05 0.2396
C -3.28 2.45 -1.86 -0.8311
S -2.88 3.59 -0.53 1.2353
O -3.31 4.95 -0.96 -0.9931
C -1.09 3.50 -0.73 -0.8262
H -4.36 2.38 -1.94 0.2340
H -2.87 2.81 -2.80 0.2273
H -2.87 1.46 -1.63 0.2326
H -0.82 3.80 -1.74 0.2512
H -0.75 2.48 -0.54 0.2273
H -0.63 4.17 -0.02 0.2469
C 0.82 -6.05 4.83 -0.8312
S 0.47 -5.83 3.08 1.2464
O 1.48 -4.88 2.54 -0.9848
C -1.07 -4.91 3.31 -0.8395
H 1.77 -6.58 4.93 0.2374
H 0.89 -5.08 5.33 0.2296
H 0.03 -6.65 5.29 0.2252
H -0.88 -4.01 3.90 0.2296
H -1.80 -5.55 3.82 0.2220
H -1.45 -4.63 2.33 0.2626
C -0.32 6.88 -3.58 -0.8309
S 1.15 5.89 -3.30 1.2495
O 0.96 5.17 -2.01 -0.9913
C 2.26 7.27 -2.99 -0.8308
H -1.16 6.21 -3.76 0.2462
H -0.53 7.49 -2.70 0.2362
H -0.18 7.51 -4.46 0.2255
H 1.89 7.86 -2.15 0.2315
H 2.32 7.89 -3.89 0.2271
H 3.25 6.88 -2.75 0.2410
```

Calculated values
* Kohn-Sham gap: 8.601 eV
* spin multiplicity: 1
* E_HOMO: -0.3135 hartree
* electronic energy: -2486.44782 a.u.

Below is CH3Cl in the gas phase, with properties calculated with ωB97M-V with the def2-TZVPD basis set.

```
5
Properties=species:S:1:pos:R:3:nbo_charge:R:1
C 0.55 -0.37 1.11 -0.4259
H -0.12 -1.10 1.40 0.2116
H 1.53 -0.60 0.83 0.2111
H 0.47 0.61 1.56 0.2198
Cl -0.31 0.20 -0.61 -0.2166
```

Calculated values
* energy above the lowest of the compared OMol25 structures with the same formula, charge and spin: 11.2 kcal per mole
* Kohn-Sham gap: 11.391 eV
* spin multiplicity: 1
* E_HOMO: -0.3936 hartree
* electronic energy: -500.06616 a.u.